a) 3 unconnected molecules or ions with the total composition C3H12NO2, computed with ωB97M-V with the def2-TZVPD basis set.

Last column: Mulliken charge in e.
Geometry (Å):
1 C 0.023 -1.374 1.016  -1.17
2 C 1.501 -1.061 0.779  0.69
3 C 2.429 -1.177 1.739  -0.78
4 N 1.670 0.307 0.008  -0.30
5 H -0.544 -0.452 0.919  0.39
6 H -0.433 -1.998 0.258  0.31
7 H -0.095 -1.774 2.019  0.33
8 H 3.416 -0.757 1.619  0.28
9 H 2.203 -1.665 2.677  0.25
10 H 2.489 0.161 -0.580  0.37
11 H 1.961 1.083 0.599  0.38
12 H 0.698 0.463 -0.422  0.26
13 H -0.755 0.165 -2.133  0.31
14 H -0.829 1.545 -1.736  0.31
15 O -0.548 0.703 -1.354  -0.65
16 H -4.677 1.793 -2.512  0.33
17 H -4.427 2.333 -1.137  0.32
18 O -4.082 1.704 -1.759  -0.63

Output
- Kohn-Sham gap: 10.596 eV
- Highest occupied orbital energy: -14.31 eV
- Net charge: +1
- LUMO level: -0.13630 hartree

b) 3 unconnected molecules or ions with the total composition C3H12NO2, computed with ωB97M-V with the def2-TZVPD basis set.

Last column: Mulliken charge in e.
Geometry (Å):
1 C -0.505 -0.720 -1.311  -0.93
2 C 0.228 0.601 -1.370  -0.37
3 C 1.919 1.660 -0.046  -0.17
4 N 0.966 0.820 -0.116  0.03
5 H 0.068 -1.338 -0.635  0.19
6 H -1.464 -0.745 -0.777  0.26
7 H -0.558 -1.252 -2.260  0.39
8 H 0.803 0.662 -2.292  0.42
9 H -0.383 1.517 -1.383  0.34
10 H 2.265 2.058 0.910  0.27
11 H 2.409 2.033 -0.943  0.29
12 H 0.443 0.585 0.790  0.31
13 H -1.398 -0.222 2.231  0.31
14 H -1.742 1.138 1.625  0.31
15 O -0.996 0.528 1.790  -0.65
16 H -0.014 -2.711 0.992  0.29
17 H -1.386 -2.584 1.552  0.31
18 O -0.657 -2.030 1.241  -0.59

Output
- Kohn-Sham gap: 10.808 eV
- Highest occupied orbital energy: -15.33 eV
- Net charge: +1
- LUMO level: -0.16604 hartree

The winner here is b), beating the second structure by 0.498 eV.

a) 3 unconnected molecules or ions with the total composition C3H12NO2, computed with ωB97M-V with the def2-TZVPD basis set.

Last column: Mulliken charge in e.
Geometry (Å):
1 C 0.483 -2.700 0.636  -1.21
2 C -0.251 -1.412 0.586  0.00
3 C -0.507 -0.724 -0.528  -0.15
4 N -1.061 0.640 -0.248  -0.26
5 H 0.039 -3.457 -0.008  0.34
6 H 1.507 -2.505 0.292  0.31
7 H 0.696 -3.064 1.638  0.35
8 H -0.405 -0.894 1.530  0.21
9 H -0.803 -1.058 -1.504  0.43
10 H -0.644 1.445 -0.735  0.32
11 H -2.073 0.745 -0.281  0.35
12 H -0.835 0.806 0.737  0.32
13 H 1.156 2.086 2.725  0.34
14 H 1.088 1.929 1.189  0.30
15 O 1.121 1.438 2.022  -0.63
16 H -0.391 2.762 -2.931  0.32
17 H 0.910 1.998 -2.599  0.32
18 O -0.030 1.963 -2.523  -0.66

Output
- Kohn-Sham gap: 11.050 eV
- Highest occupied orbital energy: -14.35 eV
- Net charge: +1
- LUMO level: -0.12123 hartree

b) 2 unconnected molecules or ions with the total composition C3H12NO2, computed with ωB97M-V with the def2-TZVPD basis set.

Last column: Mulliken charge in e.
Geometry (Å):
1 C 0.343 0.106 0.570  -0.82
2 C -0.897 0.824 1.082  0.55
3 C -0.588 2.037 1.873  -1.41
4 O -1.630 1.036 -0.198  -0.62
5 N 0.246 -0.651 -0.713  -0.20
6 H 1.230 0.780 0.522  0.32
7 H 0.717 -0.567 1.362  0.34
8 H -1.626 0.132 1.524  0.26
9 H -0.308 1.638 2.866  0.40
10 H -1.440 2.644 2.193  0.40
11 H 0.252 2.676 1.657  0.40
12 H -1.657 1.962 -0.473  0.31
13 H -0.701 -0.561 -1.114  0.37
14 H 0.398 -1.658 -0.551  0.35
15 H 0.842 -0.291 -1.462  0.32
16 H 1.716 -3.521 -2.603  0.33
17 H 2.757 -2.390 -2.405  0.33
18 O 1.980 -2.813 -2.010  -0.64

Output
- Kohn-Sham gap: 11.608 eV
- Highest occupied orbital energy: -14.90 eV
- Net charge: +1
- LUMO level: -0.12104 hartree

The winner here is b), beating the second structure by 0.384 eV.

a) A single C3H5ClS molecule, computed with ωB97M-V with the def2-TZVPD basis set.

Last column: Mulliken charge in e.
Geometry (Å):
1 C -0.088 -0.165 -1.055  -0.98
2 C 0.103 -0.750 0.276  0.27
3 S -0.210 -2.392 0.650  -0.20
4 C 0.605 0.087 1.549  -0.57
5 Cl 1.682 1.460 1.022  -0.20
6 H 0.921 -0.067 -1.496  0.30
7 H -0.768 -0.826 -1.684  0.32
8 H -0.487 0.808 -0.841  0.34
9 H 1.153 -0.420 2.228  0.43
10 H -0.302 0.415 2.175  0.30

Output
- SMILES: CC(=S)CCl
- Kohn-Sham gap: 8.364 eV
- Highest occupied orbital energy: -8.87 eV
- Net charge: 0
- LUMO level: -0.01874 hartree

b) A single C3H5ClS molecule, computed with ωB97M-V with the def2-TZVPD basis set.

Last column: Mulliken charge in e.
Geometry (Å):
1 C 0.466 1.126 -1.462  -0.72
2 S -1.000 0.542 -0.494  -0.07
3 C -0.606 -0.099 1.150  -0.36
4 C -0.235 -1.380 1.402  -0.20
5 Cl 0.319 -2.590 0.345  -0.14
6 H 1.386 0.470 -1.508  0.28
7 H 0.664 2.205 -1.306  0.28
8 H 0.193 1.088 -2.565  0.25
9 H -0.864 0.441 2.038  0.36
10 H -0.321 -1.804 2.400  0.32

Output
- SMILES: CS/C=C\Cl
- Kohn-Sham gap: 9.557 eV
- Highest occupied orbital energy: -8.90 eV
- Net charge: 0
- LUMO level: 0.02425 hartree

c) A molecular structure, C3H5ClS, computed with ωB97M-V with the def2-TZVPD basis set.

Last column: Mulliken charge in e.
Geometry (Å):
1 C -1.220 1.907 -0.261  -0.58
2 C 1.052 -0.298 -0.084  0.36
3 C 0.250 -1.460 0.144  -0.93
4 S 0.492 1.376 -0.289  -0.04
5 Cl 2.696 -0.187 0.407  -0.19
6 H -1.553 2.988 -0.482  0.26
7 H -1.928 1.031 -0.057  0.20
8 H -0.052 -1.599 1.185  0.27
9 H 0.873 -2.360 -0.104  0.31
10 H -0.611 -1.399 -0.458  0.33

Output
- Kohn-Sham gap (spin up / spin down): 7.791 / 7.720 eV
- Highest occupied orbital energy (spin up / spin down): -7.74 / -7.59 eV
- Net charge: 0
- LUMO level (spin up / spin down): 0.00179 / 0.00459 hartree

d) A single C3H5ClS molecule, computed with ωB97M-V with the def2-TZVPD basis set.

Last column: Mulliken charge in e.
Geometry (Å):
1 C 0.422 1.132 -0.524  -1.02
2 C -0.222 -0.280 -0.306  0.75
3 Cl -1.357 -0.699 -1.558  -0.22
4 C -0.444 -0.929 0.959  -0.78
5 S 1.103 -1.460 0.058  -0.14
6 H 1.409 1.058 -1.192  0.26
7 H 0.840 1.373 0.514  0.28
8 H -0.318 1.878 -0.997  0.33
9 H -0.204 -0.416 1.923  0.23
10 H -1.229 -1.657 1.123  0.31

Output
- SMILES: C[C@]1(Cl)CS1
- Kohn-Sham gap: 9.889 eV
- Highest occupied orbital energy: -9.09 eV
- Net charge: 0
- LUMO level: 0.02940 hartree

The winner here is d), beating the second structure by 0.063 eV.

a) A molecular structure, C5H7N3O2S, computed with ωB97M-V with the def2-TZVPD basis set.

Last column: Mulliken charge in e.
Geometry (Å):
1 C -0.780 -2.214 -0.568  -0.16
2 C -0.094 -1.479 0.106  0.42
3 C -0.166 2.368 0.832  0.03
4 C -0.149 1.622 -0.468  -0.46
5 C -1.791 -3.210 -1.017  -1.11
6 N 0.847 2.386 1.585  -0.48
7 N 0.971 0.681 -0.286  -0.02
8 N 0.565 -0.390 0.574  -0.37
9 O 2.782 0.761 1.553  -0.60
10 O 2.745 2.500 -0.161  -0.55
11 S 2.077 1.593 0.670  1.09
12 H -1.085 2.760 1.157  0.47
13 H -1.071 1.178 -0.761  0.36
14 H 0.209 2.402 -1.171  0.30
15 H -1.543 -4.242 -1.089  0.32
16 H -2.603 -3.072 -0.109  0.21
17 H -2.384 -2.898 -1.939  0.27
18 H 1.471 -0.745 1.093  0.28

Output
- Kohn-Sham gap: 8.970 eV
- Highest occupied orbital energy: -8.55 eV
- Net charge: 0
- LUMO level: 0.01531 hartree

b) A single C5H7N3O2S molecule, computed with ωB97M-V with the def2-TZVPD basis set.

Last column: Mulliken charge in e.
Geometry (Å):
1 C 1.076 -2.178 1.232  -0.59
2 N -0.176 -1.708 0.693  -0.25
3 C -0.331 -0.792 -0.031  0.27
4 O 0.843 -0.236 -0.740  -0.32
5 N 1.210 1.066 -0.406  0.81
6 O 1.925 1.631 -1.242  -0.65
7 C 0.785 1.662 0.622  -0.29
8 C 0.324 1.088 1.904  0.20
9 N -0.334 0.538 2.654  -0.37
10 S -1.952 -0.072 -0.336  -0.02
11 C -2.094 0.639 -1.987  -0.82
12 H 1.437 -1.294 1.852  0.23
13 H 1.808 -2.407 0.349  0.24
14 H 1.003 -3.124 1.822  0.27
15 H 0.755 2.777 0.517  0.36
16 H -2.729 0.020 -2.594  0.36
17 H -1.154 0.696 -2.559  0.30
18 H -2.394 1.696 -1.751  0.27

Output
- SMILES: C/N=C(\O/[N+]([O-])=C\C#N)SC
- Kohn-Sham gap: 8.886 eV
- Highest occupied orbital energy: -9.35 eV
- Net charge: 0
- LUMO level: -0.01692 hartree

The winner here is a), beating the second structure by 1.070 eV.

a) A gas-phase ion, C4H7N4 (charge +1), computed with ωB97M-V with the def2-TZVPD basis set.

Last column: Mulliken charge in e.
Geometry (Å):
1 C 0.325 1.769 1.479  -0.39
2 C 0.856 1.802 0.046  -0.38
3 C 0.377 -1.083 0.209  0.15
4 C -0.521 -1.628 -0.891  -1.04
5 N 3.150 1.637 -0.497  -0.68
6 N 0.024 0.450 1.947  -0.68
7 N 0.037 -0.464 1.186  0.76
8 N 2.062 1.665 -0.190  0.69
9 H 0.956 2.228 2.238  0.38
10 H -0.455 2.508 1.304  0.34
11 H 0.012 1.885 -0.727  0.37
12 H 1.412 -1.364 0.291  0.47
13 H -1.197 -2.453 -0.578  0.37
14 H 0.154 -2.020 -1.771  0.31
15 H -1.385 -0.961 -1.027  0.32

Output
- Kohn-Sham gap: 7.726 eV
- Highest occupied orbital energy: -13.24 eV
- Net charge: +1
- LUMO level: -0.20266 hartree

b) 2 unconnected molecules or ions with the total composition C4H7N4, computed with ωB97M-V with the def2-TZVPD basis set.

Last column: Mulliken charge in e.
Geometry (Å):
1 C 1.720 -0.485 -1.105  -0.55
2 C 0.875 -0.645 0.065  0.14
3 C 0.180 0.656 0.248  0.42
4 C -1.330 0.577 0.206  -1.24
5 N 2.925 -0.365 3.099  -0.29
6 N 1.390 0.881 -1.569  -0.17
7 N 0.616 1.484 -0.808  -0.18
8 N 2.233 -0.529 2.253  0.27
9 H 2.734 -0.523 -0.853  0.34
10 H 1.705 -1.300 -1.806  0.35
11 H 0.497 -1.331 0.827  0.44
12 H 0.384 1.091 1.230  0.36
13 H -1.564 1.698 0.169  0.37
14 H -1.776 -0.035 1.031  0.39
15 H -1.652 0.277 -0.842  0.35

Output
- Kohn-Sham gap: 7.616 eV
- Highest occupied orbital energy: -14.88 eV
- Net charge: +1
- LUMO level: -0.26676 hartree

The winner here is b), beating the second structure by 1.968 eV.

a) A gas-phase ion, C6H11N (charge +1), computed with ωB97M-V with the def2-TZVPD basis set.

Last column: Mulliken spin population.
Geometry (Å):
1 C 1.421 -2.516 1.198  0.01
2 N 0.813 -2.216 -0.075  0.23
3 C -0.070 -1.254 -0.279  0.09
4 C -0.120 -0.210 0.663  0.30
5 C -0.588 1.091 0.369  -0.02
6 C -1.212 1.620 -0.721  0.30
7 C -1.021 2.990 -1.224  0.00
8 H 2.149 -3.319 1.175  0.00
9 H 0.634 -2.903 1.844  0.01
10 H 1.998 -1.740 1.693  0.00
11 H 0.697 -3.007 -0.700  -0.01
12 H -0.335 -0.978 -1.291  0.01
13 H 0.014 -0.351 1.727  0.00
14 H -0.063 1.789 1.024  0.00
15 H -1.687 0.904 -1.388  0.02
16 H -1.706 3.349 -1.983  0.00
17 H -0.960 3.811 -0.506  0.01
18 H 0.036 2.938 -1.527  0.04

Output
- Kohn-Sham gap (spin up / spin down): 8.623 / 8.149 eV
- Highest occupied orbital energy (spin up / spin down): -12.82 / -14.45 eV
- Spin multiplicity: 2
- Net charge: +1
- Expectation value of S²: 0.783
- LUMO level (spin up / spin down): -0.15430 / -0.23166 hartree

b) A gas-phase ion, C6H11N (charge +1), computed with ωB97M-V with the def2-TZVPD basis set.

Last column: Mulliken spin population.
Geometry (Å):
1 C -3.395 1.231 0.399  0.00
2 N -2.206 0.789 -0.308  0.23
3 C -1.022 0.676 0.308  0.08
4 C -0.078 -0.162 -0.299  0.31
5 C 1.304 -0.101 -0.018  -0.03
6 C 2.119 -1.175 -0.271  0.31
7 C 3.561 -1.337 0.019  0.00
8 H -3.111 1.800 1.279  0.00
9 H -4.120 0.445 0.571  0.01
10 H -3.907 2.009 -0.185  0.01
11 H -2.255 0.259 -1.167  -0.01
12 H -0.873 1.323 1.159  0.02
13 H -0.453 -1.090 -0.718  0.00
14 H 1.806 0.694 0.527  0.00
15 H 1.657 -2.038 -0.753  0.01
16 H 4.134 -0.488 -0.382  0.02
17 H 3.783 -1.373 1.088  0.03
18 H 4.012 -2.194 -0.474  0.00

Output
- Kohn-Sham gap (spin up / spin down): 8.665 / 8.572 eV
- Highest occupied orbital energy (spin up / spin down): -12.65 / -14.72 eV
- Spin multiplicity: 2
- Net charge: +1
- Expectation value of S²: 0.782
- LUMO level (spin up / spin down): -0.14646 / -0.22600 hartree

The winner here is b), beating the second structure by 0.711 eV.

a) 2 unconnected molecules or ions with the total composition C3H13N4, computed with ωB97M-V with the def2-TZVPD basis set.

Last column: Mulliken charge in e.
Geometry (Å):
1 C -2.838 0.139 -0.301  -0.66
2 C 1.361 1.251 -0.975  -0.79
3 C 1.793 -0.564 0.544  -0.49
4 N 1.586 -1.624 -0.463  -0.59
5 N -1.961 -0.303 0.751  -0.49
6 N 1.023 0.613 0.240  0.77
7 N 0.092 0.897 1.024  -0.63
8 H -3.048 1.245 -0.116  0.25
9 H -2.316 -0.036 -1.282  0.27
10 H -3.891 -0.233 -0.284  0.30
11 H 0.609 1.987 -1.292  0.37
12 H 2.328 1.735 -0.637  0.35
13 H 1.600 0.487 -1.813  0.29
14 H 2.980 -0.245 0.755  0.36
15 H 1.451 -0.951 1.506  0.40
16 H 2.508 -2.003 -0.684  0.25
17 H -2.416 -0.458 1.705  0.23
18 H -1.311 -1.135 0.605  0.24
19 H -0.636 1.644 0.779  0.31
20 H 1.087 -2.446 -0.062  0.27

Output
- Kohn-Sham gap (spin up / spin down): 8.240 / 8.240 eV
- Highest occupied orbital energy (spin up / spin down): -13.06 / -13.06 eV
- Net charge: +1
- LUMO level (spin up / spin down): -0.17729 / -0.17730 hartree

b) A molecular structure, C3H13N4, computed with ωB97M-V with the def2-TZVPD basis set.

Last column: Mulliken charge in e.
Geometry (Å):
1 N 1.663 0.013 0.331  -0.39
2 C 2.496 0.605 -0.453  0.07
3 N 2.138 1.337 -1.515  -0.28
4 H 0.407 0.223 0.440  0.43
5 H 2.177 -0.461 1.066  0.21
6 H 3.566 0.621 -0.263  0.35
7 H 2.788 1.777 -2.140  0.23
8 H 1.160 1.296 -1.756  0.19
9 C -1.187 -0.561 1.863  -0.98
10 N -0.941 0.251 0.657  -0.29
11 C -1.784 -0.115 -0.525  -0.73
12 N -1.303 -1.198 -1.341  -0.49
13 H -0.666 -0.109 2.703  0.36
14 H -2.251 -0.624 2.084  0.36
15 H -0.805 -1.568 1.708  0.36
16 H -1.114 1.225 0.886  0.31
17 H -1.877 0.767 -1.162  0.39
18 H -2.773 -0.356 -0.134  0.39
19 H -0.340 -1.048 -1.618  0.24
20 H -1.356 -2.076 -0.831  0.28

Output
- Kohn-Sham gap: 10.968 eV
- Highest occupied orbital energy: -13.74 eV
- Net charge: +1
- LUMO level: -0.10202 hartree

The winner here is b), beating the second structure by 3.648 eV.